(1)
C3H3ErO3 as an isolated structure. Source: the Open Molecules 2025 dataset; level of theory: ωB97M-V/def2-TZVPD.

Atoms and positions in Å:
C: -3.1450 0.2363 0.1145
H: -3.4952 -1.5176 -0.9061
O: -0.2716 -1.6619 -0.2227
H: -3.3363 -1.6170 1.0019
O: 1.1317 0.1621 -0.2356
C: 0.2819 -0.6473 -0.2190
Er: 3.0367 1.5956 -0.4615
O: -3.3722 1.4311 0.1892
H: -2.6078 2.0336 0.0406
C: -3.3150 -1.0476 0.0667

Atoms 1-2, force components in eV/Å:
C -1.1 0.2 0.1
H 0.0 -0.1 0.0

energy relative to the best compared isomer or geometry (same formula, charge and spin) = 0.0 kJ/mol
2S+1 = 4
E_LUMO (alpha / beta) = -19.88 / -22.67 eV
Kohn-Sham gap (alpha / beta) = 6.5 / 2.3 eV
charge = +4
calculated total energy = -36865.7040 eV

(2)
C3H3EuO3 as an isolated structure. Source: the Open Molecules 2025 dataset; level of theory: ωB97M-V/def2-TZVPD.

Atoms and positions in Å:
O: 2.4686 -2.0635 0.9979
C: 2.8227 -1.2952 0.2264
C: -2.0688 0.2200 0.5890
H: -2.6829 1.1507 0.8283
Eu: 2.8655 2.2548 0.4931
O: -0.9200 -0.1790 0.5123
C: -1.8418 0.0729 -0.8063
H: -1.4581 0.9265 -1.3687
O: 2.9297 -0.2104 -0.2015
H: -2.1148 -0.8769 -1.2707

Atoms 1-2, force components in eV/Å:
O 0.9 -1.2 -1.3
C -1.9 -0.5 3.5

energy relative to the best compared isomer or geometry (same formula, charge and spin) = 364.8 kJ/mol
2S+1 = 8
E_LUMO (alpha / beta) = -13.58 / -13.50 eV
Kohn-Sham gap (alpha / beta) = 10.4 / 10.9 eV
charge = +3
calculated total energy = -28594.8986 eV

(3)
One molecule with the formula C3H3F. Source: the Open Molecules 2025 dataset; level of theory: ωB97M-V/def2-TZVPD.

Atoms and positions in Å:
C: -1.0265 -0.4783 -0.0289
H: -1.0209 -1.4080 0.5645
F: -2.1283 0.2788 -0.1464
H: 0.2279 1.2893 -0.0008
C: 0.2111 0.1145 0.0279
C: 1.5280 0.2588 0.1271
H: 2.2086 -0.0551 -0.5433

Atoms 1-2, force components in eV/Å:
C 2.7 0.0 1.5
H -1.1 0.3 -0.6

energy relative to the best compared isomer or geometry (same formula, charge and spin) = 318.2 kJ/mol
2S+1 = 1
E_LUMO (alpha / beta) = -0.48 / -0.47 eV
Kohn-Sham gap (alpha / beta) = 7.6 / 7.6 eV
calculated total energy = -5871.1598 eV

(4)
One molecule with the formula C3H3F. Source: the Open Molecules 2025 dataset; level of theory: ωB97M-V/def2-TZVPD.

Atoms and positions in Å:
C: 0.8243 0.5055 -0.0945
C: -1.6320 -0.7591 -0.0167
H: 1.1886 1.1250 -0.9091
H: 0.8590 1.0473 0.8422
F: 1.8245 -0.4512 0.0227
H: -2.4957 -1.2753 0.3056
C: -0.5687 -0.1921 -0.1502

Atoms 1-2, force components in eV/Å:
C -1.1 -1.4 0.4
C 1.8 0.9 0.1

energy relative to the best compared isomer or geometry (same formula, charge and spin) = 0.0 kJ/mol
2S+1 = 1
E_LUMO = 1.04 eV
Kohn-Sham gap = 11.6 eV
SMILES = C#CCF
calculated total energy = -5874.4578 eV

(5)
A 2-piece molecular cluster, C3H3F overall. Source: the Open Molecules 2025 dataset; level of theory: ωB97M-V/def2-TZVPD.

Atoms and positions in Å:
H: 1.4873 -0.7654 0.4520
C: 0.7793 -0.4683 1.0902
H: 0.2756 -1.2587 1.6421
F: -1.5953 1.4541 -2.3307
C: -0.4871 -0.2771 -1.0560
C: -1.0800 0.7352 -1.3858
H: 0.6203 0.5802 1.5882

Atoms 1-2, force components in eV/Å:
H 3.1 -0.5 -2.0
C -5.1 2.7 1.1

energy relative to the best compared isomer or geometry (same formula, charge and spin) = 478.2 kJ/mol
2S+1 = 1
E_LUMO (alpha / beta) = -1.57 / -1.57 eV
Kohn-Sham gap (alpha / beta) = 8.1 / 8.1 eV
calculated total energy = -5869.5014 eV

(6)
One molecule with the formula C3H3F2N. Source: the Open Molecules 2025 dataset; level of theory: ωB97M-V/def2-TZVPD.

Atoms and positions in Å:
F: -0.1418 -1.1281 1.1684
C: 1.5937 -0.3292 -0.0417
F: -0.3059 -1.4141 -0.9023
C: -0.8577 0.6469 -0.0601
H: -1.0180 1.1473 -1.1020
H: -1.8818 0.3467 0.4511
H: -0.2373 1.4912 0.5656
N: 2.7386 -0.2510 -0.0294
C: 0.1103 -0.5096 -0.0495

Atoms 1-2, force components in eV/Å:
F 0.5 0.1 0.6
C -0.3 0.2 -0.7

energy relative to the best compared isomer or geometry (same formula, charge and spin) = 88.2 kJ/mol
2S+1 = 1
E_LUMO = 0.78 eV
Kohn-Sham gap = 13.7 eV
SMILES = CC(F)(F)C#N
calculated total energy = -10083.3548 eV

(7)
A 2-piece molecular cluster, C3H3F2N overall. Source: the Open Molecules 2025 dataset; level of theory: ωB97M-V/def2-TZVPD.

Atoms and positions in Å:
H: 0.3863 0.7907 1.4767
N: -2.2360 0.1698 -0.4545
C: -2.2310 -0.9511 -0.3178
H: -2.2142 -2.0008 -0.0037
F: 1.7872 0.0046 -1.4147
F: 1.9354 1.9109 -0.4212
C: 1.5620 0.6411 -0.3049
H: 0.2028 -0.7541 0.7322
C: 0.8074 0.1887 0.7080

Atoms 1-2, force components in eV/Å:
H 0.6 1.0 0.4
N -0.1 2.1 -0.5

energy relative to the best compared isomer or geometry (same formula, charge and spin) = 168.3 kJ/mol
2S+1 = 1
E_LUMO = 0.86 eV
Kohn-Sham gap = 10.7 eV
SMILES = C=C(F)F.C#N
calculated total energy = -10082.5250 eV

(8)
One molecule with the formula C3H3F2NO. Source: the Open Molecules 2025 dataset; level of theory: ωB97M-V/def2-TZVPD.

Atoms and positions in Å:
C: 1.0062 -0.4864 -2.5921
H: -0.6210 -0.9622 0.1936
C: 0.2393 -0.3997 -0.4738
O: -1.1673 1.3096 -1.4399
F: 1.3989 -1.1052 -3.6334
F: 1.6416 0.7315 -2.5990
H: -0.2700 1.6421 0.2854
H: 1.2542 -0.2746 -0.0670
C: -0.4411 0.9634 -0.5262
N: 0.2934 -1.0617 -1.7585

Atoms 1-2, force components in eV/Å:
C 0.7 0.7 0.4
H 2.8 0.9 -1.1

energy relative to the best compared isomer or geometry (same formula, charge and spin) = 95.7 kJ/mol
2S+1 = 1
E_LUMO = 0.71 eV
Kohn-Sham gap = 10.8 eV
SMILES = O=CCN=C(F)F
calculated total energy = -12130.5926 eV

(9)
A 2-piece molecular cluster, C3H3F2NS overall. Source: the Open Molecules 2025 dataset; level of theory: ωB97M-V/def2-TZVPD.

Atoms and positions in Å:
N: -1.4511 -0.3255 0.5333
H: -1.5849 -2.1965 -0.3487
H: -1.6772 -0.7218 -1.4587
C: -0.9043 0.3518 1.3738
F: 1.6518 1.5908 0.4258
C: 2.1226 0.7117 -0.4373
S: 2.8517 1.1006 -1.7928
F: 1.9094 -0.4766 0.0041
H: -1.3780 1.0658 2.1526
C: -1.5398 -1.1004 -0.4522

Atoms 1-2, force components in eV/Å:
N 1.2 0.5 0.7
H -0.1 0.7 0.3

energy relative to the best compared isomer or geometry (same formula, charge and spin) = 285.5 kJ/mol
2S+1 = 1
E_LUMO = 0.23 eV
Kohn-Sham gap = 8.2 eV
calculated total energy = -20916.0778 eV

(10)
An isolated ion of composition C3H3F3N3 and charge +1. Source: the Open Molecules 2025 dataset; level of theory: ωB97M-V/def2-TZVPD.

Atoms and positions in Å:
H: -0.3796 1.5078 1.5174
F: -3.5392 0.4688 1.1803
C: -0.4183 0.7812 0.6308
H: 1.6537 -1.3276 -0.6248
C: -2.8960 0.1773 0.0277
H: -0.7654 -2.2206 -1.3594
N: -0.4310 -1.4403 -0.8380
N: -1.4867 0.2697 0.1664
F: -3.1996 -1.0593 -0.2237
N: 0.7000 0.1643 0.3973
F: -3.2739 1.0219 -0.8442
C: 0.5771 -0.9481 -0.3429

Atoms 1-2, force components in eV/Å:
H -0.3 -0.3 -1.7
F 0.7 0.2 0.0

energy relative to the best compared isomer or geometry (same formula, charge and spin) = 0.0 kJ/mol
2S+1 = 3
E_LUMO (alpha / beta) = -5.32 / -9.15 eV
Kohn-Sham gap (alpha / beta) = 10.6 / 7.6 eV
charge = +1
calculated total energy = -15769.6168 eV

(11)
A 2-piece molecular cluster, C3H3F3O overall. Source: the Open Molecules 2025 dataset; level of theory: ωB97M-V/def2-TZVPD.

Atoms and positions in Å:
C: 2.4867 -1.9620 -2.2980
H: -0.8773 -0.4358 -0.1451
H: 0.6624 -0.2545 0.6990
F: -0.5295 0.8606 -2.3008
F: 1.2418 1.7180 -1.4384
O: 1.6449 -1.3259 -1.7319
C: -0.1229 0.2246 -0.0020
H: -0.6748 0.8439 0.6128
C: 0.3287 0.7936 -1.2983
F: 2.9062 -1.5888 -3.5801

Atoms 1-2, force components in eV/Å:
C -1.2 1.9 -0.9
H -1.8 -2.8 -1.2

energy relative to the best compared isomer or geometry (same formula, charge and spin) = 423.4 kJ/mol
2S+1 = 1
E_LUMO (alpha / beta) = 0.85 / -2.14 eV
Kohn-Sham gap (alpha / beta) = 11.3 / 5.4 eV
calculated total energy = -13355.0604 eV

(12)
A 2-piece molecular cluster, C3H3F3O4S overall. Source: the Open Molecules 2025 dataset; level of theory: ωB97M-V/def2-TZVPD.

Atoms and positions in Å:
F: -1.0958 -2.1417 -1.9473
F: -0.4161 -2.9145 0.0444
O: -0.5396 1.1598 -1.0387
H: 0.6854 -0.9734 1.1696
C: 0.1304 -0.0493 0.9046
F: -1.6730 -1.5230 1.6634
H: 1.0890 0.0513 -1.1686
H: -1.3866 1.3120 -0.3692
O: -2.8457 -0.1358 0.1001
O: -3.5403 -2.4852 0.2116
O: -0.6664 0.6040 1.5798
C: 0.2206 0.1946 -0.5352
C: -0.9303 -1.7993 -0.6986
S: -2.5386 -1.4913 0.2761

Atoms 1-2, force components in eV/Å:
F -0.2 -0.2 -0.2
F -0.3 1.5 -1.8

energy relative to the best compared isomer or geometry (same formula, charge and spin) = 210.1 kJ/mol
2S+1 = 1
E_LUMO (alpha / beta) = -1.11 / -1.11 eV
Kohn-Sham gap (alpha / beta) = 8.9 / 8.9 eV
calculated total energy = -30332.8970 eV

(13)
A 2-piece molecular cluster, C3H3F3S overall. Source: the Open Molecules 2025 dataset; level of theory: ωB97M-V/def2-TZVPD.

Atoms and positions in Å:
H: 1.0257 -1.7646 0.6927
F: -0.5879 0.4232 1.9975
F: -0.3475 1.8062 -1.2594
C: -0.7054 1.5956 -0.0082
H: 1.7070 -0.1910 -0.2977
S: 0.1757 -1.5183 -1.4253
C: 0.9540 -0.9157 0.0084
C: -0.4121 0.5860 0.6963
F: -1.4158 2.5896 0.4022
H: -0.3937 -2.6111 -0.8064

Atoms 1-2, force components in eV/Å:
H 0.6 1.2 0.5
F -0.8 0.5 0.4

energy relative to the best compared isomer or geometry (same formula, charge and spin) = 344.8 kJ/mol
2S+1 = 1
E_LUMO = 0.49 eV
Kohn-Sham gap = 9.4 eV
calculated total energy = -22143.2119 eV

(14)
A 2-piece molecular cluster, C3H3F5S overall. Source: the Open Molecules 2025 dataset; level of theory: ωB97M-V/def2-TZVPD.

Atoms and positions in Å:
S: -1.7533 -1.4570 0.5716
F: 2.9777 0.1810 -0.2192
C: 0.7829 0.7601 0.3236
F: -1.6239 -0.0964 -1.5601
F: 1.4803 -0.2681 -1.6084
H: 0.6575 1.6143 -0.2259
F: 1.6268 -1.3774 0.2791
H: -2.7532 -1.0024 1.2917
H: 0.5386 0.8370 1.4075
C: 1.6392 -0.2110 -0.2701
C: -1.4973 -0.0189 -0.2422
F: -2.0752 1.0387 0.2524

Atoms 1-2, force components in eV/Å:
S 0.2 -2.6 0.9
F 0.0 0.2 0.7

2S+1 = 1
E_LUMO (alpha / beta) = -0.48 / -0.62 eV
Kohn-Sham gap (alpha / beta) = 8.8 / 8.3 eV
calculated total energy = -27579.1870 eV

(15)
C3H3FLiO2 as an isolated structure. Source: the Open Molecules 2025 dataset; level of theory: ωB97M-V/def2-TZVPD.

Atoms and positions in Å:
O: -0.1621 -0.2663 -0.2191
H: -1.0521 1.4763 1.7938
F: 1.6047 0.0026 -1.5204
Li: -0.4166 -1.7224 -3.5576
C: 0.3511 0.7657 0.5367
O: -0.1461 -1.1281 -2.2587
H: -0.7558 -0.2683 2.1086
C: -0.2731 0.6868 1.8572
C: 0.4288 -0.5833 -1.3725
H: 0.4212 1.0369 2.6321

Atoms 1-2, force components in eV/Å:
O 0.2 -1.5 -0.5
H 0.1 -0.1 0.1

energy relative to the best compared isomer or geometry (same formula, charge and spin) = 0.0 kJ/mol
2S+1 = 1
E_LUMO = -4.70 eV
Kohn-Sham gap = 8.5 eV
charge = +1
calculated total energy = -10167.9264 eV

(16)
C3H3FMgO3 as an isolated structure. Source: the Open Molecules 2025 dataset; level of theory: ωB97M-V/def2-TZVPD.

Atoms and positions in Å:
C: -0.7277 0.7701 0.0258
O: 2.4335 -0.8273 0.5077
O: 0.3420 -1.6714 0.7451
H: -2.1529 -0.9155 -0.2593
O: 0.7453 0.4841 0.1466
H: -1.1649 -0.3751 -1.8027
C: -1.3994 -0.2962 -0.7414
C: 1.1698 -0.7972 0.6100
F: -1.2135 0.8378 1.3029
Mg: 2.7025 1.0298 -0.0885
H: -0.7347 1.7611 -0.4462

Atoms 1-2, force components in eV/Å:
C -0.3 -0.9 0.5
O 1.8 1.2 0.3

2S+1 = 2
E_LUMO (alpha / beta) = -7.74 / -7.82 eV
Kohn-Sham gap (alpha / beta) = 4.8 / 6.9 eV
charge = +1
calculated total energy = -17455.5948 eV

(17)
C3H3FN2OS as an isolated structure. Source: the Open Molecules 2025 dataset; level of theory: ωB97M-V/def2-TZVPD.

Atoms and positions in Å:
C: 0.7065 1.0504 -0.3116
N: -0.3027 0.3518 0.3968
C: 1.2635 0.0040 -1.0187
S: -1.5062 1.0625 1.3071
O: -1.0659 -1.8725 0.4556
H: -0.8592 1.1538 2.5100
H: 1.0252 2.0899 -0.0954
H: -1.7834 -1.3924 0.9168
N: 0.7074 -1.1723 -0.8968
F: 2.3336 0.1298 -1.7961
C: -0.2354 -0.9370 -0.0404

Atoms 1-2, force components in eV/Å:
C 0.8 -0.6 -0.2
N 0.7 0.6 -0.6

energy relative to the best compared isomer or geometry (same formula, charge and spin) = 65.6 kJ/mol
2S+1 = 1
E_LUMO = 0.21 eV
Kohn-Sham gap = 8.8 eV
calculated total energy = -21739.0559 eV

(18)
C3H3FO as an isolated structure. Source: the Open Molecules 2025 dataset; level of theory: ωB97M-V/def2-TZVPD.

Atoms and positions in Å:
F: -1.4539 -1.3407 -0.6744
C: -0.1712 -0.7735 -0.3475
H: 0.5920 -1.5956 -0.0648
O: 0.3104 0.2249 -1.1932
H: -0.4726 0.2853 1.8442
C: -0.1681 0.2095 0.7723
C: 0.4279 1.0280 -0.0954
H: 0.9355 1.9621 -0.2413

Atoms 1-2, force components in eV/Å:
F 2.5 0.9 0.0
C -1.3 -2.6 2.3

energy relative to the best compared isomer or geometry (same formula, charge and spin) = 132.2 kJ/mol
2S+1 = 1
E_LUMO = 1.04 eV
Kohn-Sham gap = 10.6 eV
calculated total energy = -7921.9241 eV

(19)
A 2-piece molecular cluster, C3H3FO overall. Source: the Open Molecules 2025 dataset; level of theory: ωB97M-V/def2-TZVPD.

Atoms and positions in Å:
C: -1.0373 -0.2896 1.1675
C: -0.4195 -0.2552 0.0128
H: -1.6983 -1.1184 1.1969
H: 0.1817 -4.7671 -1.7110
C: 0.7866 -3.9467 -1.3410
O: 1.8596 -3.8202 -0.9033
F: 0.4119 0.6355 -0.3983
H: -0.8417 0.0680 2.1485

Atoms 1-2, force components in eV/Å:
C -0.3 -1.8 -0.5
C -0.5 0.7 0.9

energy relative to the best compared isomer or geometry (same formula, charge and spin) = 456.4 kJ/mol
2S+1 = 1
E_LUMO (alpha / beta) = 0.39 / -0.70 eV
Kohn-Sham gap (alpha / beta) = 10.3 / 7.3 eV
calculated total energy = -7918.5638 eV

(20)
A 2-piece molecular cluster, C3H3FO overall. Source: the Open Molecules 2025 dataset; level of theory: ωB97M-V/def2-TZVPD.

Atoms and positions in Å:
C: -1.2364 -2.3260 0.9894
C: 1.0428 0.2465 -0.2101
H: 0.9736 -0.6783 0.4328
O: -1.7927 -1.3693 0.8603
H: 2.0934 0.3493 -0.7107
F: -1.1093 0.8805 0.2394
C: 0.0301 1.0483 -0.4727
H: -0.0015 1.8489 -1.1285

Atoms 1-2, force components in eV/Å:
C 0.6 -1.1 0.1
C 9.9 -7.3 2.3

energy relative to the best compared isomer or geometry (same formula, charge and spin) = 178.4 kJ/mol
2S+1 = 3
E_LUMO (alpha / beta) = 1.20 / -2.23 eV
Kohn-Sham gap (alpha / beta) = 6.8 / 10.7 eV
calculated total energy = -7918.3449 eV